Entry 1:
{
  "formula": "C2H14N2O3",
  "method": "ωB97M-V/def2-TZVPD",
  "e_homo_ev": -8.36,
  "e_lumo_ev": 0.5,
  "smiles": "CNCN.O.O.O",
  "orbital_gap_ev": 8.849,
  "total_energy_ha": -419.74359,
  "elements": ["C", "N", "C", "N", "H", "H", "H", "H", "H", "H", "H", "H", "H", "H", "O", "H", "H", "O", "H", "H", "O"],
  "coordinates": [[-0.24535, 0.91611, 1.42560], [0.42036, 2.15082, 1.10444], [-0.24331, 3.02044, 0.12465], [0.64709, 3.23864, -1.02802], [-0.77422, 0.41099, 0.55895], [0.48092, 0.23161, 1.70217], [-1.26507, 0.92830, 1.87696], [0.90448, 2.62295, 1.86450], [-0.55566, 3.96045, 0.50781], [-1.23410, 2.54985, -0.31754], [1.58441, 3.68826, -0.84514], [0.64640, 2.41176, -1.55435], [0.49485, -1.89980, -3.60856], [0.94221, -1.06731, -2.50982], [0.62617, -1.86654, -2.72935], [-1.53098, -3.23780, 0.76394], [-0.92230, -3.31927, 2.07261], [-1.57083, -3.74731, 1.52071], [0.41444, -4.31624, 0.10473], [0.69490, -3.35226, -0.98533], [0.48558, -3.32363, -0.04897]],
  "forces_ev_per_a": [[-2.9, 0.2, -2.1], [-1.1, 0.2, -0.5], [0.2, -1.4, -1.4], [-0.3, 2.3, 0.8], [1.6, 0.7, -0.5], [0.8, -1.6, 1.4], [1.0, 0.5, 1.7], [-0.6, -0.2, -0.2], [-0.1, 0.9, 0.6], [2.1, 0.6, 1.1], [-1.7, -1.2, -0.1], [0.8, -1.0, -0.8], [-0.7, -0.1, -4.6], [1.8, 4.4, 1.2], [-1.1, -4.4, 3.5], [0.1, 1.5, -2.7], [0.3, 0.1, 0.4], [-0.7, -1.7, 2.6], [-0.1, 1.9, 0.3], [0.1, 0.8, -0.5], [0.2, -2.4, -0.1]]
}

Entry 2:
{
  "formula": "C2H14N2O3",
  "method": "ωB97M-V/def2-TZVPD",
  "e_homo_ev": -9.11,
  "e_lumo_ev": 0.7,
  "smiles": "NCCN.O.O.O",
  "orbital_gap_ev": 9.850,
  "total_energy_ha": -419.81320,
  "elements": ["C", "C", "N", "N", "H", "H", "H", "H", "H", "H", "H", "H", "H", "H", "O", "H", "H", "O", "H", "H", "O"],
  "coordinates": [[-0.51407, 0.00762, -2.15060], [-0.77574, -1.46882, -1.95389], [0.40752, -2.17827, -1.50848], [-0.35771, 0.63217, -0.80597], [0.45957, 0.13779, -2.60580], [-1.19156, 0.57629, -2.79490], [-1.67571, -1.69638, -1.37450], [-0.98954, -1.86404, -2.93837], [0.53358, -3.08277, -1.91823], [0.59405, -2.13902, -0.52257], [0.00704, 1.57183, -0.89505], [-1.23070, 0.59233, -0.29340], [2.19141, 1.01779, 1.04157], [1.50686, -0.15888, 0.51060], [1.89191, 0.15190, 1.34542], [-1.14660, 1.34498, 2.44365], [-1.50164, 2.53199, 1.73977], [-1.73979, 1.59230, 1.71984], [1.66938, 0.97194, 4.26747], [1.00649, 0.48610, 2.93162], [0.85524, 0.97313, 3.76182]],
  "forces_ev_per_a": [[0.7, 1.0, 1.4], [0.0, -0.4, -1.0], [0.3, 0.7, 0.0], [0.2, -0.8, -0.7], [0.3, -0.4, -0.3], [-0.6, -0.5, 0.1], [0.0, 0.4, 0.3], [-0.2, -0.2, -0.4], [-0.1, -0.3, 0.2], [-0.1, -0.3, 0.1], [-0.4, 0.1, 0.2], [0.2, 0.5, 0.2], [0.1, 0.1, 0.4], [-0.5, -0.2, 0.1], [0.2, 0.1, -0.7], [-0.1, -0.8, 0.1], [-0.5, 0.0, -0.5], [0.7, 0.8, 0.6], [0.1, -0.1, -0.2], [0.5, 0.1, 0.2], [-0.7, 0.1, -0.1]]
}

Entry 3:
{
  "formula": "C2H14N2O3",
  "method": "ωB97M-V/def2-TZVPD",
  "e_homo_ev": -9.27,
  "e_lumo_ev": 0.7,
  "smiles": "NCCN.O.O.O",
  "orbital_gap_ev": 9.944,
  "total_energy_ha": -419.80565,
  "elements": ["C", "C", "N", "N", "H", "H", "H", "H", "H", "H", "H", "H", "H", "H", "O", "H", "H", "O", "H", "H", "O"],
  "coordinates": [[1.76257, 0.80514, 0.03655], [0.95171, -0.25059, -0.64892], [0.97843, -0.20646, -2.11270], [1.85905, 0.82603, 1.50539], [1.43501, 1.84629, -0.21264], [2.73338, 0.68265, -0.36439], [-0.07736, -0.25550, -0.29445], [1.44253, -1.15640, -0.32471], [0.30495, -0.97181, -2.48838], [0.47231, 0.63625, -2.54152], [2.17554, 1.71950, 1.75999], [2.32684, 0.01163, 1.89352], [0.05487, 0.82491, 1.61384], [-1.12215, 1.76259, 1.58560], [-0.91008, 0.85324, 1.81159], [-2.14528, -1.48463, -0.87953], [-1.98291, -2.83930, -1.48329], [-1.97517, -1.93224, -1.74155], [-3.52992, -0.15649, 1.11619], [-1.97110, -0.21553, 1.10724], [-2.78323, -0.49929, 0.66218]],
  "forces_ev_per_a": [[0.2, 2.0, -0.3], [-1.2, -0.2, 0.3], [-2.0, -0.1, -2.0], [-1.8, -1.9, -1.1], [0.1, -0.8, -0.2], [1.3, 0.2, -0.7], [-0.1, -0.1, 0.3], [-0.2, -0.8, -0.1], [1.6, 1.3, 1.1], [1.1, -1.2, 1.4], [0.9, 0.7, 0.9], [0.2, 0.6, 0.1], [0.2, -0.3, 0.6], [-0.4, 0.1, 0.0], [0.5, 0.5, 0.1], [-0.2, 0.0, -0.7], [0.0, -1.1, 0.0], [0.1, 1.2, 0.6], [-0.7, 0.4, 0.6], [-0.1, 0.5, 0.4], [0.5, -1.2, -1.3]]
}

Entry 4:
{
  "formula": "C2H14O4S",
  "method": "ωB97M-V/def2-TZVPD",
  "e_homo_ev": [0.89, -5.82],
  "e_lumo_ev": [3.2, 3.1],
  "spin_multiplicity": 2,
  "orbital_gap_ev": [2.354, 8.951],
  "charge": -1,
  "total_energy_ha": -783.63362,
  "elements": ["C", "C", "S", "H", "H", "H", "H", "H", "H", "H", "H", "O", "H", "H", "O", "H", "H", "O", "H", "H", "O"],
  "coordinates": [[-2.53401, -0.39601, 2.38842], [-1.28449, -0.31676, 1.64918], [-0.44754, -2.03880, 1.41704], [-3.14396, 0.48285, 2.80674], [-2.80362, -1.08315, 3.18757], [-3.26291, -0.70662, 1.58105], [-1.49271, 0.10467, 0.63162], [-0.43578, 0.10013, 2.22441], [-0.49362, -2.07257, 2.73113], [2.49834, 4.66317, -0.68555], [1.34182, 5.35441, 0.09637], [2.34239, 4.94224, 0.27599], [0.33621, -0.53104, -1.79295], [-1.06738, -0.06289, -2.09028], [-0.27011, -0.35526, -2.47019], [1.57711, -0.33226, 0.20591], [2.64953, 0.62901, -0.42288], [1.76701, 0.53074, -0.08355], [1.90817, -3.61242, -4.16484], [1.05427, -2.39858, -3.97423], [1.76128, -2.90086, -3.51094]],
  "forces_ev_per_a": [[-5.3, 0.1, -0.1], [2.7, -0.2, -0.2], [-1.0, 0.8, -0.9], [1.8, -0.1, -0.9], [1.2, -0.7, 0.1], [0.3, 0.0, 0.7], [0.8, -0.1, 0.9], [-0.7, 0.7, -0.7], [0.3, -0.5, 1.0], [0.0, 0.2, 1.9], [3.7, -1.6, 1.1], [-3.8, 1.3, -3.0], [1.3, -0.2, 1.8], [-1.6, 0.6, 1.1], [0.3, -0.4, -3.1], [0.1, -2.0, 0.6], [0.6, -0.4, -0.1], [-0.7, 2.3, -0.4], [0.2, 0.3, 0.6], [0.4, 0.0, 0.9], [-0.6, -0.2, -1.4]]
}

Entry 5:
{
  "formula": "C2H14O5",
  "method": "ωB97M-V/def2-TZVPD",
  "e_homo_ev": -10.40,
  "e_lumo_ev": 0.5,
  "smiles": "CCO.O.O.O.O",
  "orbital_gap_ev": 10.857,
  "total_energy_ha": -460.77725,
  "elements": ["C", "O", "C", "H", "H", "H", "H", "H", "H", "H", "H", "O", "H", "H", "O", "H", "H", "O", "H", "H", "O"],
  "coordinates": [[1.87080, -0.52644, -0.07613], [1.36032, -0.61223, 1.27494], [1.73643, -1.77348, -0.90181], [1.30464, 0.26115, -0.56242], [2.90597, -0.22091, 0.06612], [0.67360, -1.30247, 1.31281], [0.82911, -2.35525, -0.74222], [1.54568, -1.56177, -1.95982], [2.58314, -2.45710, -0.93505], [-0.23527, 1.15339, 1.76010], [-1.72799, 0.96270, 1.42431], [-1.05408, 1.63750, 1.56372], [-2.21009, -0.02630, -1.67317], [-1.10349, 0.95667, -1.09016], [-1.30067, 0.06039, -1.38337], [-0.64044, 2.65370, 0.11758], [-0.27698, 4.10470, -0.27054], [-0.30763, 3.20650, -0.61918], [-0.90882, -1.97752, -0.39124], [-2.15527, -2.90427, -0.11943], [-1.54812, -2.26919, 0.26469]],
  "forces_ev_per_a": [[-0.5, 0.3, 0.7], [-0.4, -0.6, -0.1], [-0.2, -0.8, -1.4], [0.2, 0.3, -0.2], [0.0, 0.0, -0.3], [0.3, 0.3, -0.1], [0.1, -0.1, 0.8], [0.4, 0.6, 0.0], [0.0, 0.0, 0.6], [-0.1, -0.1, -0.1], [0.1, -0.1, 0.0], [0.1, -0.1, 0.0], [-0.1, 0.5, 0.1], [-0.4, 0.1, -0.3], [0.6, -0.4, 0.0], [0.2, 0.4, 0.0], [0.0, -0.2, -0.1], [-0.1, -0.2, 0.1], [-0.5, 0.1, -0.4], [0.2, 0.0, -0.3], [0.0, 0.0, 0.8]]
}

Entry 6:
{
  "formula": "C2H15N2O4",
  "method": "ωB97M-V/def2-TZVPD",
  "e_homo_ev": -14.24,
  "e_lumo_ev": -2.5,
  "orbital_gap_ev": 11.709,
  "charge": 1,
  "total_energy_ha": -495.46114,
  "elements": ["C", "N", "C", "N", "H", "H", "H", "H", "H", "H", "H", "H", "H", "O", "H", "H", "O", "H", "H", "O", "H", "H", "O"],
  "coordinates": [[-0.89091, -1.30817, -1.42669], [0.72723, 1.43482, 0.33988], [0.18196, 0.29213, 0.02809], [-0.25011, -0.02898, -1.17282], [-1.54305, -1.28042, -2.29138], [-0.16323, -2.10437, -1.61401], [-1.45442, -1.66112, -0.56585], [0.75235, 2.26742, -0.18919], [0.99778, 1.52418, 1.30930], [0.07502, -0.50164, 0.74903], [-0.38299, 0.68914, -1.88770], [2.94828, -1.45748, -0.33259], [3.00650, -1.36659, 1.19268], [2.63785, -0.93332, 0.42607], [-2.55678, 0.83763, 1.53540], [-1.97215, 0.30645, 2.87839], [-1.88144, 0.25859, 1.92467], [-5.27716, 2.03083, 1.50993], [-4.11226, 2.98154, 1.64083], [-4.32101, 2.04511, 1.60228], [3.52889, -1.75418, -2.94709], [4.81695, -1.74127, -2.10129], [3.85994, -1.69080, -2.05262]],
  "forces_ev_per_a": [[0.2, -1.3, 0.1], [-0.1, -0.6, 1.8], [-0.2, -0.5, -1.3], [-0.6, 0.8, -0.1], [-0.1, 0.4, 0.0], [0.2, 0.3, -0.1], [-0.2, 0.3, 0.1], [0.0, 0.6, -0.9], [0.1, 0.1, -0.2], [0.3, 0.3, 0.3], [0.4, -0.3, 0.4], [0.1, 0.3, 0.0], [0.2, -0.2, 0.3], [-0.3, -0.1, -0.3], [-0.2, -0.1, 0.5], [-0.3, 0.1, 0.1], [0.3, 0.1, -0.5], [-0.1, -0.2, 0.0], [0.1, 0.2, 0.1], [0.2, 0.0, -0.1], [0.1, -0.1, -0.3], [0.1, 0.0, -0.1], [-0.2, 0.0, 0.4]]
}

Entry 7:
{
  "formula": "C2H15NO4",
  "method": "ωB97M-V/def2-TZVPD",
  "e_homo_ev": -9.36,
  "e_lumo_ev": 0.4,
  "smiles": "CCN.O.O.O.O",
  "orbital_gap_ev": 9.726,
  "total_energy_ha": -440.83057,
  "elements": ["C", "C", "N", "H", "H", "H", "H", "H", "H", "H", "H", "H", "O", "H", "H", "O", "H", "H", "O", "H", "H", "O"],
  "coordinates": [[-2.12742, 2.54442, -0.84800], [-1.09136, 2.02289, 0.23111], [-1.74732, 1.17386, 1.32793], [-2.82637, 1.88825, -1.22852], [-2.66926, 3.42575, -0.56302], [-1.51221, 2.84521, -1.70887], [-0.37842, 1.28677, -0.17540], [-0.65555, 2.85622, 0.70237], [-1.05148, 1.30426, 2.06517], [-1.37319, 0.15836, 0.93609], [1.69075, 5.35770, -0.30980], [1.38618, 4.97873, -1.77767], [1.84598, 5.54332, -1.17664], [0.83596, -4.12616, 0.92135], [2.48725, -3.64515, 0.60029], [1.64131, -3.47476, 1.03066], [2.25571, -0.77411, -0.07499], [1.32660, -1.77172, 0.14497], [1.29160, -0.82056, 0.16660], [-0.67211, -6.70643, -0.13588], [-1.33642, -5.51003, -0.89949], [-0.52433, -5.89657, -0.53196]],
  "forces_ev_per_a": [[3.2, 1.0, 0.6], [-2.6, -1.9, -0.8], [2.3, -2.6, -2.0], [-1.3, -2.0, -0.4], [-0.2, 0.5, 0.6], [-0.1, 0.1, 0.0], [0.2, 1.3, -0.6], [0.9, 1.0, 0.3], [-0.4, -0.2, 0.4], [-1.8, 2.8, 1.7], [-1.0, -1.2, 3.5], [-0.6, -0.7, 0.0], [1.6, 1.9, -3.4], [3.2, 1.4, -0.4], [-0.7, -1.1, -0.2], [-2.4, -0.6, 0.4], [-1.2, 1.1, 0.3], [-1.2, -1.3, 0.6], [2.2, 0.5, -0.8], [-0.9, -2.5, 1.1], [0.3, -0.7, 0.4], [0.7, 3.2, -1.4]]
}

Entry 8:
{
  "formula": "C2H15NO4",
  "method": "ωB97M-V/def2-TZVPD",
  "e_homo_ev": -9.55,
  "e_lumo_ev": -0.1,
  "smiles": "CNC.O.O.O.O",
  "orbital_gap_ev": 9.440,
  "total_energy_ha": -440.86229,
  "elements": ["C", "N", "C", "H", "H", "H", "H", "H", "H", "H", "H", "H", "O", "H", "H", "O", "H", "H", "O", "H", "H", "O"],
  "coordinates": [[-1.86873, -0.56487, -0.57678], [-0.54070, -1.20995, -0.34973], [-0.05071, -1.90643, -1.51841], [-2.45421, -1.38224, -0.99951], [-1.85478, 0.25045, -1.30519], [-2.20795, -0.16790, 0.37988], [0.10725, -0.43094, -0.25343], [-0.35903, -1.49360, -2.48252], [1.03801, -1.86300, -1.52153], [-0.42029, -2.92719, -1.59491], [-0.23582, 2.22980, 6.15482], [-0.69314, 2.53137, 4.76634], [-0.62505, 2.94409, 5.63533], [0.68873, 5.69707, -0.56699], [1.70829, 5.07413, -1.47007], [1.16370, 5.87628, -1.39316], [0.69434, -6.40621, 0.10761], [-0.43314, -6.93745, -0.77630], [0.27403, -7.22396, -0.18929], [1.88436, 2.42205, -1.44948], [1.98019, 2.53416, 0.11964], [2.20466, 2.95434, -0.71633]],
  "forces_ev_per_a": [[1.0, -1.0, 0.0], [-0.1, 1.5, -0.2], [0.0, -0.2, -0.8], [-0.7, 0.3, 0.4], [0.1, 0.0, -0.1], [-0.4, -0.3, -0.1], [0.0, -0.2, 0.5], [-0.1, 0.6, -0.1], [0.0, -0.5, 0.1], [0.2, -0.3, 0.5], [0.0, 0.2, 0.2], [-0.1, 0.2, 0.0], [0.2, -0.5, -0.1], [0.1, 0.3, -0.3], [-0.1, 0.3, 0.0], [0.0, -0.6, 0.4], [-0.1, -0.2, -0.1], [0.0, 0.0, 0.0], [0.1, 0.2, 0.0], [-0.1, -0.2, 0.3], [-0.1, -0.2, -0.3], [0.2, 0.4, -0.1]]
}

Entry 9:
{
  "formula": "C2H15NO4S",
  "method": "ωB97M-V/def2-TZVPD",
  "e_homo_ev": -8.83,
  "e_lumo_ev": 0.4,
  "smiles": "NCCS.O.O.O.O",
  "orbital_gap_ev": 9.246,
  "total_energy_ha": -839.03281,
  "elements": ["C", "C", "S", "N", "H", "H", "H", "H", "H", "H", "H", "H", "H", "O", "H", "H", "O", "H", "H", "O", "H", "H", "O"],
  "coordinates": [[2.06681, 0.01372, -1.48041], [0.80513, -0.78583, -1.70691], [0.64134, -2.53035, -1.35828], [1.66517, 1.41765, -1.48753], [2.59425, -0.20783, -0.53473], [2.83777, -0.08326, -2.30782], [0.04540, -0.23183, -1.25536], [0.63925, -0.56711, -2.84111], [0.08999, -2.40773, -0.18788], [1.16498, 1.60760, -0.61559], [2.28309, 1.99250, -2.01387], [-0.50985, 1.85366, 1.60945], [0.78113, 1.47389, 2.33597], [0.54514, 1.83175, 1.44880], [-0.97373, -2.43527, 1.62417], [-2.08943, -1.72923, 0.85104], [-1.80458, -1.94248, 1.62223], [-1.81130, 0.49822, -1.05454], [-1.15454, 1.09472, 0.21528], [-1.83884, 0.47910, -0.10137], [-2.69528, 0.61777, 2.38035], [-1.56657, -0.44439, 2.26514], [-1.71533, 0.48474, 2.59296]],
  "forces_ev_per_a": [[1.9, 0.7, -0.1], [0.7, 0.5, -3.4], [0.7, -0.4, -1.0], [-1.0, -1.8, 0.0], [-0.3, -0.4, -0.2], [-0.9, -0.4, 0.9], [-1.2, 0.4, 0.9], [-0.2, -0.9, 1.8], [-0.4, 0.2, 1.0], [1.0, 1.1, -0.6], [0.0, 0.9, 0.6], [3.4, -0.1, -0.1], [0.0, 0.3, -0.9], [-3.4, -0.2, 1.3], [-0.5, 0.1, -0.5], [-2.4, 2.0, -8.2], [3.0, -2.7, 8.5], [0.0, 0.2, -0.5], [-0.3, -0.6, -0.4], [0.0, 0.1, 0.3], [2.1, -0.2, 0.5], [-0.2, 0.8, 0.3], [-1.9, 0.1, -0.3]]
}

Entry 10:
{
  "formula": "C2H15NO5",
  "method": "ωB97M-V/def2-TZVPD",
  "e_homo_ev": -10.40,
  "e_lumo_ev": 0.7,
  "smiles": "C=NC.O.O.O.O.O",
  "orbital_gap_ev": 11.061,
  "total_energy_ha": -516.11121,
  "elements": ["C", "C", "N", "H", "H", "H", "H", "H", "H", "H", "O", "H", "H", "O", "H", "H", "O", "H", "H", "O", "H", "H", "O"],
  "coordinates": [[0.86734, -3.08437, 2.79019], [0.01992, -4.20951, 0.97243], [0.86676, -3.35508, 1.35793], [0.06993, -3.53514, 3.40098], [0.85322, -1.98868, 2.88670], [1.76186, -3.38555, 3.33613], [-0.13170, -4.30668, -0.09845], [-0.72742, -4.67435, 1.63030], [1.58654, -0.39857, 0.97526], [0.51140, 0.51998, 1.06233], [1.42647, 0.53478, 0.77251], [-1.96000, 0.39344, -1.72302], [-1.13038, -0.83415, -1.57577], [-1.69393, -0.25399, -1.02871], [2.29920, 3.19426, 0.24772], [1.62293, 1.97906, -0.32416], [1.81619, 2.90733, -0.54821], [-3.36403, 3.14698, -3.27587], [-2.02849, 3.04186, -2.70331], [-2.88633, 2.59344, -2.62841], [0.30199, 3.19604, -1.56691], [0.22674, 4.65324, -2.02254], [-0.30822, 3.86566, -1.93714]],
  "forces_ev_per_a": [[0.2, 0.7, 0.6], [-0.6, 0.9, -0.4], [-0.1, -0.6, 0.8], [-0.3, 0.1, -0.6], [-0.2, -0.3, 0.2], [0.5, -0.1, -0.6], [0.2, -0.5, -0.1], [0.3, -0.1, 0.0], [0.9, 0.0, -0.4], [-0.6, 0.8, -0.2], [-0.4, -1.0, 0.6], [-0.1, -0.2, 0.9], [-0.2, 0.1, 0.6], [0.4, 0.2, -1.5], [-0.3, 0.0, -0.6], [0.2, 0.0, -0.1], [0.5, -0.3, 0.7], [-0.2, -0.7, 0.5], [0.4, -0.2, 0.7], [0.0, 0.8, -1.0], [-0.2, 0.8, 0.0], [0.2, 0.1, 0.0], [-0.3, -0.7, -0.2]]
}